85
Properties=species:S:1:pos:R:3:lowdin_charge:R:1 method="wB97M-V/def2-TZVPD" total_energy_ha=-3584.30180 multiplicity=1 gap_ev=5.9 homo_energy_ev=-3.707 lumo_ev=2.18 total_charge=-1
Cl 1.30147 7.08015 -4.04029 0.142
Cl 2.17314 7.98622 -0.70885 0.007
S -2.02849 5.22252 -1.43119 0.394
P 0.21303 7.08365 -0.63833 0.427
P 0.22099 5.35348 -3.59003 0.416
P 0.23159 4.90567 -1.35045 0.112
O -1.19621 1.78360 -4.86327 -0.157
O -1.42395 2.57701 -1.74797 -0.319
O 1.21032 4.21699 -4.36765 -0.438
O -0.75323 8.04757 -1.64291 -0.509
N 2.47626 -6.60370 2.77617 -0.200
N -2.34770 -0.96511 2.59394 -0.196
C -0.04000 4.49989 0.50349 -0.409
C -2.18575 1.67181 -3.85176 -0.187
C 1.93382 -4.47546 4.08353 -0.078
C 2.12702 4.74978 -1.26085 -0.443
C 1.74641 -5.98317 3.86889 -0.247
C 2.78212 3.36984 -1.49711 -0.162
C -3.79314 -0.85565 2.66031 -0.249
C -0.45762 2.91461 -6.86835 -0.072
C -1.79079 -2.21623 3.07145 -0.252
C 1.93212 -6.36305 1.44960 -0.249
C -0.03081 2.98307 -1.67494 -0.322
C -1.99522 -3.46920 2.20877 -0.086
C -4.62019 -1.59113 1.59592 -0.086
C 3.92007 -6.48237 2.83094 -0.278
C 2.08631 -4.95657 0.85861 -0.082
C 4.52443 -6.97743 4.13659 -0.094
C -1.73612 -0.50128 1.35944 -0.263
C -1.55566 1.39582 -2.49928 -0.225
C 0.85310 3.89742 1.35889 -0.096
C -2.11574 0.92119 0.97782 -0.070
C -1.59474 2.70340 -5.86492 -0.285
H 2.60228 2.95168 -2.47941 0.049
H 3.86382 3.51019 -1.41409 0.063
H -5.63002 -1.17576 1.56504 0.069
H 5.61231 -6.91655 4.08265 0.071
H -3.18015 1.01570 0.75503 0.076
H -1.96730 -1.16279 0.50814 0.098
H 1.33155 -3.89559 3.38604 0.042
H 4.21019 -6.37424 4.98915 0.063
H -1.86163 1.62409 1.77257 0.086
H -3.00880 -3.85807 2.29781 0.053
H -4.12320 -1.17642 3.65248 0.112
H -2.47410 2.34747 -6.40870 0.114
H 1.87006 -4.97990 -0.21141 0.072
H -1.82316 3.65900 -5.38704 0.098
H 4.34205 -7.08474 2.02189 0.117
H -0.62729 0.82948 -2.59511 0.131
H -0.72890 2.61255 -7.87484 0.063
H -0.71365 -2.06920 3.20490 0.101
H 2.57156 5.13190 -0.34426 0.041
H -0.65010 -0.52967 1.48696 0.118
H 1.60427 -4.20334 5.08859 0.073
H -2.87204 0.84374 -4.07414 0.119
H 2.01716 -6.49720 4.79482 0.098
H -2.24798 0.73679 -1.96553 0.110
H -4.05344 0.20424 2.61825 0.101
H 2.40361 -7.07468 0.76386 0.107
H -1.03373 4.72477 0.89910 0.029
H -2.26367 5.88189 -2.57965 -0.228
H -2.80916 2.56242 -3.79979 0.125
H -1.32166 -4.26268 2.54627 0.054
H -4.19439 -1.49050 0.59708 0.066
H 0.41969 2.36104 -6.54364 0.075
H 2.53488 2.68146 -0.69468 0.049
H 0.68112 -6.19537 3.74673 0.110
H -1.58124 1.22096 0.07765 0.046
H -2.17308 -2.41683 4.07708 0.110
H -4.72255 -2.65181 1.82299 0.050
H 2.52011 5.37997 -2.05950 0.017
H 2.97420 -4.16360 3.98586 0.069
H 1.38629 -4.25264 1.30624 0.049
H 4.25231 -8.01676 4.32617 0.078
H -0.18779 3.96558 -6.92144 0.069
H 0.38553 2.65795 -2.62596 0.059
H -1.33348 8.48106 -1.00514 0.005
H 3.09665 -4.56444 0.97591 0.067
H 1.68058 4.42933 1.81488 0.041
H 0.34864 2.37172 -0.86003 0.072
H -1.78143 -3.28981 1.15483 0.066
H 0.66748 3.44827 -4.58930 -0.017
H 0.87237 -6.63312 1.44886 0.110
H 0.78858 2.82814 1.56992 0.039
H 4.25980 -5.44902 2.65974 0.100